Entry 1:
Entry from the Open Molecules 2025 dataset: 17 unconnected molecules or ions with the total composition C33H99ClO20 (the ωB97M-V functional and the def2-TZVPD basis).

Maximum force in hartree/bohr: 0.0755
Orbital gap in eV: 8.619
E in eV: -89284.4852
HOMO energy in Eh: -0.34588

Positions of all 153 atoms, in Å:
O  2.84  20.96  -5.98
H  3.76  21.20  -5.93
H  2.45  21.35  -5.19
H  2.44  21.35  -6.77
Cl  4.56  18.13  -3.24
O  4.13  19.34  -2.66
O  5.94  18.07  -2.84
O  3.77  17.09  -2.68
O  4.49  18.32  -4.69
C  9.38  17.88  0.85
C  10.61  18.72  0.58
C  11.03  18.62  -0.83
O  10.34  20.02  0.80
H  8.99  18.04  1.85
H  9.65  16.83  0.74
H  8.52  18.14  0.23
H  11.43  18.31  1.18
H  10.16  18.66  -1.49
H  11.47  17.65  -1.05
H  11.63  19.43  -1.23
H  9.57  20.28  0.28
C  1.67  13.29  -3.36
C  3.21  13.31  -3.23
C  3.91  13.94  -4.48
O  3.60  14.04  -2.15
H  1.28  14.21  -3.78
H  1.21  13.21  -2.37
H  1.49  12.52  -4.11
H  3.67  12.34  -3.07
H  4.82  13.44  -4.81
H  4.12  15.01  -4.42
H  3.28  13.89  -5.37
H  3.47  14.96  -2.40
C  8.26  22.69  -1.33
C  8.01  21.44  -2.19
C  9.20  21.00  -3.02
O  7.59  20.37  -1.43
H  8.57  23.66  -1.73
H  9.12  22.33  -0.77
H  7.45  22.94  -0.65
H  7.23  21.64  -2.93
H  9.38  21.72  -3.81
H  8.81  20.14  -3.57
H  10.01  20.67  -2.37
H  7.11  19.76  -1.99
C  2.83  18.97  5.33
C  2.89  17.98  4.06
C  1.67  17.30  3.54
O  3.32  18.86  3.03
H  2.58  18.45  6.26
H  2.00  19.64  5.11
H  3.74  19.57  5.33
H  3.72  17.29  4.21
H  1.62  16.94  2.51
H  0.79  17.91  3.72
H  1.49  16.39  4.13
H  3.57  18.50  2.17
C  2.51  22.14  2.09
C  1.24  21.50  1.51
C  1.14  21.50  0.04
O  1.21  20.17  1.96
H  2.69  21.85  3.12
H  2.61  23.22  1.96
H  3.45  21.82  1.64
H  0.39  22.04  1.93
H  1.35  22.50  -0.32
H  0.18  21.22  -0.40
H  1.86  20.86  -0.47
H  2.00  19.95  2.46
C  6.34  20.88  -8.26
C  5.96  20.66  -6.86
C  7.16  20.46  -5.94
O  5.24  21.74  -6.29
H  5.56  21.30  -8.88
H  6.81  19.99  -8.69
H  7.21  21.53  -8.28
H  5.23  19.85  -6.84
H  6.92  20.49  -4.88
H  7.87  21.26  -6.17
H  7.70  19.53  -6.10
H  5.81  22.48  -6.10
C  3.71  15.22  0.76
C  4.36  14.04  1.45
C  5.61  14.55  2.34
O  3.45  13.38  2.33
H  3.51  15.94  1.55
H  2.72  15.06  0.33
H  4.46  15.74  0.17
H  4.85  13.29  0.83
H  6.30  15.16  1.76
H  6.15  13.63  2.56
H  5.29  15.06  3.25
H  2.97  12.73  1.81
C  -0.82  20.11  -5.26
C  0.09  19.63  -4.10
C  0.67  18.24  -4.52
O  1.14  20.46  -3.91
H  -0.40  20.37  -6.23
H  -1.48  20.91  -4.96
H  -1.59  19.40  -5.57
H  -0.54  19.46  -3.22
H  1.08  18.33  -5.53
H  -0.17  17.55  -4.51
H  1.43  17.82  -3.86
H  1.70  20.23  -3.17
C  9.79  13.47  -2.54
C  8.63  13.81  -3.47
C  7.75  14.86  -2.78
O  9.27  14.48  -4.56
H  10.12  14.40  -2.07
H  10.53  12.86  -3.06
H  9.55  12.75  -1.76
H  8.09  12.95  -3.85
H  6.87  15.18  -3.35
H  8.14  15.81  -2.41
H  7.15  14.37  -2.01
H  9.84  15.12  -4.14
C  0.52  16.42  -1.31
O  -0.72  16.49  -0.61
H  0.70  17.25  -1.99
H  1.35  16.46  -0.61
H  0.70  15.48  -1.83
H  -0.75  17.43  -0.41
C  5.43  19.17  0.60
O  4.41  18.25  0.49
H  5.22  20.04  -0.02
H  5.50  19.43  1.66
H  6.39  18.79  0.25
H  4.30  17.99  -0.42
C  10.66  17.43  -5.72
O  11.05  17.06  -4.41
H  11.44  17.83  -6.37
H  10.14  16.68  -6.31
H  10.08  18.34  -5.59
H  11.95  17.39  -4.36
C  6.99  16.54  -6.17
O  7.59  15.34  -6.70
H  6.18  16.87  -6.81
H  6.64  16.45  -5.14
H  7.74  17.33  -6.12
H  8.02  14.97  -5.93
C  4.16  23.67  -3.18
O  3.95  22.47  -3.81
H  4.54  24.53  -3.74
H  3.28  23.99  -2.62
H  4.92  23.53  -2.41
H  4.25  21.83  -3.17
C  1.74  18.70  -8.34
O  2.96  19.48  -8.39
H  1.32  18.55  -9.33
H  1.94  17.67  -8.06
H  1.01  19.03  -7.60
H  2.72  20.17  -9.02

***

Entry 2:
Entry from the Open Molecules 2025 dataset: a molecular structure, C32H30ClFFeIN5O7P (the ωB97M-V functional and the def2-TZVPD basis).

Maximum force in hartree/bohr: 0.0811
Orbital gap (spin up / spin down) in eV: 6.358 / 6.412
E in eV: -122475.5101
HOMO energy (spin up / spin down) in Eh: -0.15729 / -0.15993
Charge: -1
Multiplicity: 5
Expectation value of S²: 6.0094

Positions of all 79 atoms, in Å:
Fe  0.17  1.05  0.59
N  -0.13  1.32  2.73
C  0.91  1.67  3.71
C  2.28  1.07  3.38
C  3.00  1.69  2.19
N  2.49  1.20  0.90
H  -0.91  1.97  2.75
H  -0.52  0.39  2.94
H  0.62  1.33  4.71
H  1.00  2.76  3.74
H  2.17  0.00  3.21
H  2.91  1.20  4.27
H  4.07  1.48  2.29
H  2.87  2.78  2.21
H  2.64  0.20  0.81
H  2.98  1.65  0.13
Cl  1.82  6.49  -3.56
C  1.65  4.91  -2.85
C  2.12  3.83  -3.53
C  1.90  2.52  -3.02
I  2.79  0.92  -4.00
C  1.24  2.31  -1.83
O  0.84  1.12  -1.44
C  0.96  3.48  -1.02
N  0.62  3.27  0.29
C  0.27  4.29  1.01
C  0.24  5.61  0.52
C  0.67  5.86  -0.75
C  1.09  4.77  -1.55
H  2.63  3.97  -4.47
H  -0.02  4.08  2.04
H  -0.08  6.42  1.17
H  0.68  6.86  -1.15
O  -3.49  3.32  -0.41
C  -2.91  2.32  0.00
O  -1.79  2.29  0.62
C  -3.51  0.91  -0.18
P  -2.23  -0.22  0.53
C  -1.15  -0.42  -0.98
C  -0.71  -1.69  -1.35
C  -0.30  -2.00  -2.63
C  -0.47  -1.02  -3.62
C  -0.81  0.26  -3.28
C  -0.82  0.68  -1.90
C  -3.20  -1.80  0.44
C  -3.64  -2.34  1.65
C  -4.44  -3.47  1.68
C  -4.82  -4.09  0.49
C  -4.39  -3.56  -0.72
C  -3.60  -2.42  -0.75
H  -3.72  0.70  -1.23
H  -4.43  0.82  0.39
H  -0.79  -2.49  -0.62
H  0.00  -3.01  -2.89
H  -0.37  -1.30  -4.66
H  -0.97  1.01  -4.04
H  -1.38  1.59  -1.74
H  -3.31  -1.87  2.57
H  -4.77  -3.88  2.63
H  -5.43  -4.98  0.51
H  -4.68  -4.04  -1.65
H  -3.27  -2.02  -1.70
F  0.08  -5.64  -1.49
C  1.04  -4.87  -0.96
C  0.89  -4.30  0.23
N  1.87  -3.53  0.81
C  1.63  -2.96  2.14
C  0.62  -1.81  2.06
O  -0.30  -1.79  2.88
O  0.90  -0.98  1.15
C  3.04  -3.25  0.16
O  3.93  -2.56  0.62
N  3.15  -3.84  -1.09
C  2.25  -4.67  -1.75
O  2.49  -5.15  -2.83
H  -0.02  -4.43  0.81
H  2.59  -2.57  2.48
H  1.28  -3.73  2.83
H  4.00  -3.64  -1.59

***

Entry 3:
Entry from the Open Molecules 2025 dataset: C7H13N in the gas phase (the ωB97M-V functional and the def2-TZVPD basis).

Maximum force in hartree/bohr: 0.0431
Orbital gap in eV: 10.153
SMILES: C[C@@]1(N)[C@@H]2CCC[C@@H]21
E in eV: -8959.0980
HOMO energy in Eh: -0.33345

Positions of all 21 atoms, in Å:
C  2.50  0.27  -0.37
C  1.05  -0.03  0.08
C  0.04  -0.27  -1.00
C  -1.26  -1.02  -0.65
C  -2.16  -0.03  0.08
C  -1.23  1.03  0.65
C  0.01  1.04  -0.25
H  3.03  0.86  0.35
H  3.09  -0.67  -0.48
H  2.41  0.84  -1.32
H  1.01  -1.84  1.13
H  1.44  -0.52  2.09
H  0.32  -0.35  -2.07
H  -1.08  -1.91  -0.03
H  -1.71  -1.43  -1.56
H  -2.78  0.54  -0.65
H  -2.81  -0.46  0.85
H  -1.01  0.81  1.67
H  -1.73  2.01  0.68
H  0.32  1.98  -0.75
N  0.83  -0.83  1.27

***

Entry 4:
Entry from the Open Molecules 2025 dataset: a molecular structure, C33H35BrF3N7O3PReS (the ωB97M-V functional and the def2-TZVPD basis).

Maximum force in hartree/bohr: 0.0087
Orbital gap (spin up / spin down) in eV: 6.163 / 4.685
E in eV: -151785.0079
HOMO energy (spin up / spin down) in Eh: -0.54055 / -0.54057
Charge: +3
Multiplicity: 2
Expectation value of S²: 0.8162

Positions of all 85 atoms, in Å:
Re  1.06  -0.01  0.14
O  -1.02  0.64  4.03
C  -0.72  1.95  4.20
C  -0.88  2.49  5.47
C  -0.61  3.83  5.69
C  -0.18  4.65  4.65
C  -0.01  4.11  3.39
C  -0.29  2.76  3.14
C  -0.19  2.24  1.74
O  0.30  0.94  1.67
N  -1.56  2.25  1.15
N  -1.77  1.51  0.14
C  -2.98  1.44  -0.39
C  -3.19  0.52  -1.42
Br  -1.75  -0.66  -1.78
C  -4.36  0.29  -2.13
C  -5.50  1.13  -2.26
C  -6.70  0.51  -2.68
C  -7.87  1.23  -2.77
C  -7.85  2.60  -2.50
C  -6.65  3.25  -2.16
C  -5.49  2.53  -2.04
H  -0.70  0.36  3.16
H  -1.21  1.85  6.28
H  -0.74  4.24  6.68
H  0.04  5.69  4.83
H  0.33  4.73  2.57
H  0.41  2.92  1.12
H  -2.28  2.81  1.61
H  -3.81  2.02  0.00
H  -4.43  -0.68  -2.62
H  -6.70  -0.55  -2.89
H  -8.79  0.75  -3.05
H  -8.76  3.18  -2.59
H  -6.65  4.32  -2.02
H  -4.56  3.04  -1.86
O  1.65  1.69  -0.77
N  2.72  2.32  -0.22
C  2.93  3.61  -0.57
C  4.03  4.27  -0.09
C  4.93  3.59  0.74
C  4.70  2.27  1.06
C  3.56  1.63  0.57
S  3.17  -0.06  0.82
H  2.18  4.03  -1.22
H  4.19  5.30  -0.37
H  5.80  4.10  1.12
H  5.37  1.72  1.69
C  4.35  -2.76  -3.04
N  3.37  -3.70  -2.30
C  2.31  -4.17  -3.32
N  1.68  -3.06  -3.93
C  2.66  -2.21  -4.60
N  3.65  -1.70  -3.66
C  3.09  -0.74  -2.72
P  1.77  -1.50  -1.66
C  2.73  -3.01  -1.14
C  0.81  -2.31  -3.03
H  4.86  -3.38  -3.78
H  5.07  -2.41  -2.30
H  3.89  -4.51  -1.96
H  1.61  -4.80  -2.78
H  2.85  -4.76  -4.06
H  2.15  -1.38  -5.09
H  3.17  -2.80  -5.37
H  2.67  0.11  -3.25
H  3.88  -0.36  -2.06
H  2.07  -3.72  -0.63
H  3.52  -2.72  -0.44
H  0.29  -1.54  -3.61
H  0.05  -2.98  -2.62
F  -1.89  -5.29  3.81
C  -0.59  -5.03  3.90
F  -0.28  -4.81  5.17
F  0.08  -6.12  3.48
C  -0.22  -3.85  3.02
C  -0.62  -3.85  1.69
C  -0.28  -2.77  0.90
N  0.43  -1.72  1.36
C  0.81  -1.74  2.64
C  0.50  -2.78  3.51
H  -1.20  -4.66  1.28
H  -0.62  -2.71  -0.12
H  1.38  -0.89  2.99
H  0.81  -2.73  4.54